(1)
C28H38Cl2N2O4PS2Ti as an isolated structure. Source: the Open Molecules 2025 dataset; level of theory: ωB97M-V/def2-TZVPD.

Calculated values
2S+1 ... 3
Expectation value of S² ... 2.031
Frontier orbital gap (spin up / spin down) ... 3.7895 / 6.5131 eV
Charge ... -1
Highest occupied orbital energy (spin up / spin down) ... -0.0578 / -0.1580 Ha

Atoms and positions in Å:
Ti 0.303 1.173 -0.218
Cl -4.797 2.239 -0.836
C -3.138 2.752 -1.014
Cl -2.121 1.072 -0.933
H -2.792 3.321 -0.090
H -2.949 3.111 -1.972
O 2.422 4.045 -0.842
S 1.694 3.413 0.226
O 1.719 4.082 1.507
O 2.010 1.846 0.286
O 0.206 3.157 -0.146
C -2.075 2.669 2.670
C -1.865 1.235 3.099
C -3.149 0.440 2.852
P -0.350 0.570 2.221
C 1.040 0.610 3.568
C 2.233 -0.370 3.233
C 0.766 0.522 5.056
C -0.631 -1.192 2.065
C -1.003 -2.018 3.133
C -0.768 -3.386 3.135
C -0.890 -4.200 4.373
C -0.285 -3.953 1.966
C -0.119 -3.228 0.805
C -0.163 -1.783 0.819
N 0.326 -0.987 -0.279
C 0.704 -1.679 -1.442
C -0.297 -2.269 -2.264
C -1.788 -2.267 -2.003
C 0.109 -3.183 -3.293
C 1.461 -3.296 -3.615
C 1.904 -4.432 -4.467
C 2.419 -2.540 -2.977
C 2.071 -1.738 -1.892
C 3.238 -1.024 -1.246
H -2.642 3.195 3.460
H -2.723 2.812 1.790
H -1.173 3.267 2.557
H -1.709 1.189 4.170
H -3.955 0.934 3.451
H -3.075 -0.618 3.162
H -3.409 0.504 1.760
H 1.291 1.703 3.336
H 1.980 -1.436 3.307
H 3.043 -0.236 3.928
H 2.598 -0.223 2.231
H 0.411 -0.449 5.435
H 0.169 1.362 5.484
H 1.705 0.616 5.584
H -1.507 -1.535 3.993
H -1.936 -4.318 4.669
H -0.379 -3.695 5.176
H -0.528 -5.216 4.208
H -0.124 -5.075 1.889
H 0.098 -3.731 -0.138
H -2.137 -3.287 -1.731
H -2.283 -2.074 -2.975
H -2.144 -1.590 -1.194
H -0.596 -3.816 -3.838
H 1.219 -4.701 -5.273
H 1.964 -5.375 -3.897
H 2.906 -4.229 -4.909
H 3.449 -2.636 -3.341
H 3.044 -0.686 -0.226
H 3.398 -0.116 -1.879
H 4.062 -1.689 -1.230
S 0.934 1.464 -2.704
C 0.679 2.950 -3.603
N 1.037 4.154 -3.118
C 0.279 5.242 -3.496
C -0.246 5.231 -4.770
C -0.239 4.070 -5.523
C 0.235 2.879 -4.964
H 1.547 4.073 -2.182
H 0.313 6.110 -2.837
H -0.766 6.114 -5.175
H -0.548 4.140 -6.558
H 0.314 2.007 -5.513

Here are the Löwdin charges for atoms 1 to 5, given in e: 0.49 0.54 -0.76 0.53 0.05

=====

(2)
C28H38F9N3OPRu as an isolated structure. Source: the Open Molecules 2025 dataset; level of theory: ωB97M-V/def2-TZVPD.

Calculated values
2S+1 ... 2
Expectation value of S² ... 0.874
Frontier orbital gap (spin up / spin down) ... 5.9314 / 6.1633 eV
Highest occupied orbital energy (spin up / spin down) ... -0.2756 / -0.2747 Ha

Atoms and positions in Å:
Ru 0.738 -1.071 -0.006
C 0.974 -3.177 -2.585
N 1.351 -1.792 -2.318
C 0.840 -0.948 -3.387
C 2.804 -1.611 -2.259
C 3.479 -2.321 -1.089
N 2.882 -1.923 0.156
C 3.383 -2.332 1.314
C 2.710 -1.953 2.511
F 1.558 -1.229 2.364
C 3.145 -2.283 3.772
F 2.445 -1.890 4.848
C 4.314 -3.010 3.954
C 5.001 -3.407 2.816
F 6.148 -4.088 2.964
C 4.555 -3.115 1.542
F 5.279 -3.576 0.497
H 1.456 -3.548 -3.499
H -0.107 -3.233 -2.709
H 1.238 -3.820 -1.749
H 1.266 -1.237 -4.359
H 1.110 0.087 -3.185
H -0.243 -1.028 -3.441
H 2.996 -0.537 -2.161
H 3.265 -1.969 -3.194
H 4.545 -2.060 -1.114
H 3.407 -3.409 -1.220
H 4.680 -3.240 4.938
F -5.303 -4.240 1.509
C -4.012 -4.013 1.214
C -3.247 -5.007 0.604
F -3.807 -6.198 0.352
C -1.935 -4.771 0.236
F -1.236 -5.736 -0.392
C -1.299 -3.524 0.481
O -0.115 -3.236 0.125
C -2.111 -2.581 1.159
F -1.470 -1.406 1.439
C -3.429 -2.782 1.502
F -4.143 -1.803 2.081
C -1.543 1.853 -2.725
C -2.135 1.802 -1.317
C -2.606 0.366 -1.074
C -3.285 2.799 -1.234
P -0.694 2.122 -0.073
N 0.246 0.875 -0.079
C 0.417 3.589 -0.670
C 1.384 3.860 0.482
C 1.260 3.086 -1.844
C -0.321 4.862 -1.060
C -1.391 2.482 1.706
C -1.807 3.932 1.947
C -2.602 1.594 1.996
C -0.288 2.048 2.676
H -2.253 1.431 -3.436
H -0.635 1.261 -2.759
H -1.327 2.870 -3.039
H -3.212 0.028 -1.915
H -3.196 0.270 -0.168
H -1.727 -0.298 -0.993
H -3.968 2.630 -2.069
H -2.922 3.821 -1.302
H -3.858 2.697 -0.319
H 1.831 2.923 0.810
H 0.899 4.343 1.324
H 2.183 4.518 0.142
H 1.535 2.043 -1.674
H 2.175 3.672 -1.907
H 0.743 3.176 -2.795
H -0.964 5.224 -0.264
H -0.924 4.715 -1.952
H 0.412 5.637 -1.284
H -2.591 4.244 1.261
H -0.977 4.629 1.874
H -2.202 4.013 2.961
H -3.486 1.878 1.434
H -2.851 1.688 3.053
H -2.365 0.556 1.808
H 0.515 2.776 2.748
H 0.127 1.090 2.350
H -0.713 1.913 3.670

Here are the Löwdin charges for atoms 1 to 5, given in e: 1.33 -0.09 -0.31 -0.10 -0.21

=====

(3)
A 2-piece molecular cluster, C28H38N3O overall. Source: the Open Molecules 2025 dataset; level of theory: ωB97M-V/def2-TZVPD.

Calculated values
Frontier orbital gap ... 4.7226 eV
Charge ... +1
Highest occupied orbital energy ... -0.3473 Ha

Atoms and positions in Å:
C -1.343 -1.750 3.484
C 0.073 -1.348 3.275
C 1.095 -2.247 3.327
N 2.403 -1.919 3.475
C 3.346 -3.018 3.341
C 4.696 -2.739 3.960
O 5.082 -1.378 3.904
C 4.154 -0.389 4.320
C 2.753 -0.539 3.745
H -1.855 -0.945 4.032
H -1.898 -1.916 2.552
H -1.396 -2.680 4.074
H 0.287 -0.275 3.241
H 0.915 -3.321 3.258
H 2.917 -3.898 3.834
H 3.518 -3.287 2.287
H 4.685 -3.121 4.993
H 5.471 -3.249 3.378
H 4.061 -0.364 5.426
H 4.602 0.547 3.953
H 2.684 0.096 2.845
H 2.067 -0.121 4.498
C -7.096 3.869 0.340
C -6.264 4.440 1.497
C -4.959 3.627 1.558
N -5.068 2.651 0.498
C -4.068 1.752 0.217
C -4.324 0.366 0.281
C -3.285 -0.526 0.155
C -1.989 -0.076 -0.214
C -0.966 -1.046 -0.384
C -0.031 -1.023 -1.441
C -0.181 -0.143 -2.563
C 0.776 -0.098 -3.545
C 1.983 -0.823 -3.371
N 3.050 -0.605 -4.203
C 2.974 -0.768 -5.639
C 4.330 -0.272 -6.175
C 5.215 0.018 -4.952
C 4.386 -0.351 -3.708
C 2.088 -1.774 -2.335
C 1.057 -1.944 -1.447
C -1.784 1.320 -0.435
C -2.781 2.221 -0.136
C -6.341 2.633 -0.185
H -8.101 3.578 0.666
H -7.165 4.598 -0.476
H -6.022 5.495 1.332
H -6.802 4.323 2.447
H -4.063 4.248 1.430
H -4.870 3.132 2.547
H -5.347 0.033 0.481
H -3.457 -1.590 0.276
H -0.992 -1.939 0.251
H -1.061 0.500 -2.638
H 0.655 0.538 -4.415
H 2.842 -1.838 -5.896
H 2.114 -0.225 -6.050
H 4.784 -1.043 -6.811
H 4.162 0.641 -6.758
H 6.144 -0.565 -4.974
H 5.454 1.087 -4.904
H 4.387 0.470 -2.971
H 4.799 -1.244 -3.210
H 2.982 -2.404 -2.303
H 1.070 -2.750 -0.714
H -0.831 1.689 -0.824
H -2.637 3.291 -0.244
H -6.893 1.698 0.018
H -6.195 2.689 -1.276

Here are the Löwdin charges for atoms 1 to 5, given in e: -0.13 -0.18 -0.14 -0.13 -0.15

=====

The records above give, respectively, DFT total energy values of -119945.150; -72493.713; -36161.476 eV.